Computed, not measured: a 2-piece molecular cluster, C2H6IPS overall, with ωB97M-V/def2-TZVPD.

```
11
Properties=species:S:1:pos:R:3:forces:R:3
C 0.290694 -0.026535 1.328340 -0.2 0.1 -0.1
C 0.045124 -0.659283 -1.384490 -0.3 0.0 0.2
P -0.614870 0.559492 -0.167688 0.5 0.1 0.1
S 1.094387 3.592323 -0.012610 -0.2 -0.3 0.0
I -2.815762 -0.402753 0.247420 -0.1 0.0 0.0
H -0.165250 0.387952 2.229712 0.1 0.0 -0.1
H 0.295960 -1.113485 1.390863 0.0 0.0 0.0
H 1.315620 0.342980 1.254793 0.0 0.0 0.0
H 1.103662 -0.451065 -1.530813 0.1 0.1 0.0
H -0.077018 -1.683140 -1.020251 0.0 0.1 -0.1
H -0.472552 -0.546490 -2.335276 0.0 0.0 0.0
```
Forces are in eV/Å.

Properties
- Kohn-Sham gap (spin up / spin down): 6.33 / 6.33 eV
- Energy above the lowest of the compared OMol25 structures with the same formula, charge and spin: 66.6 kcal/mol
- Multiplicity: 1
- HOMO energy (spin up / spin down): -8.92 / -8.92 eV

Taken from the natural (NBO) analysis, the atomic charges in e are: -0.96, -0.96, 0.70, -0.06, -0.15, 0.24, 0.23, 0.24, 0.24, 0.23, 0.24


Computed, not measured: C33H26Br2CrN2O5P as an isolated structure at a distorted geometry, with ωB97M-V/def2-TZVPD.

```
70
Properties=species:S:1:pos:R:3:forces:R:3
Cr 1.167215 -0.884202 0.196199 -2.5 2.3 2.9
Br 2.374246 -3.131241 -0.762403 0.7 -0.2 -0.6
C 3.629556 -1.947376 -1.716169 -0.5 -0.3 0.4
Br 3.101560 -0.108508 -1.401173 2.2 -1.5 -0.9
H 3.494656 -2.148157 -2.769978 0.1 0.0 0.0
H 4.638536 -2.126365 -1.368121 0.0 0.0 0.1
O -1.538085 -3.083696 -2.208449 0.1 0.0 -0.1
C -1.131512 -2.000890 -1.804779 0.1 0.0 0.0
O -0.365058 -1.850989 -0.792095 0.2 0.1 -0.3
C -1.656619 -0.752415 -2.563761 0.1 0.0 0.0
C -2.699740 -1.009583 -3.457810 -0.1 0.0 0.0
C -3.288749 0.000790 -4.194237 0.0 0.0 0.0
C -2.843041 1.310381 -4.057025 0.0 0.0 0.0
C -1.806885 1.583274 -3.185117 -0.1 0.0 0.0
C -1.201010 0.569562 -2.438034 0.1 -0.2 0.0
P 0.183396 0.948066 -1.304936 -0.1 0.7 -0.3
C 1.412051 1.803398 -2.416945 -0.2 0.8 0.3
C 2.522208 2.479266 -1.841040 -0.9 0.3 -0.2
C 3.486244 3.060318 -2.640994 0.1 0.0 0.0
C 3.405898 2.967058 -4.027624 0.1 0.0 0.1
C 2.344039 2.295641 -4.599584 -0.1 -0.1 0.0
C 1.355397 1.726099 -3.799871 0.0 -0.1 -0.1
C -0.501997 2.361326 -0.365333 0.0 0.1 -0.1
C -1.319077 2.074164 0.728194 0.0 0.0 0.0
C -1.874938 3.095924 1.477657 0.0 0.0 0.0
C -1.618821 4.423326 1.155427 0.0 0.0 0.0
C -0.811077 4.719501 0.070334 0.0 0.0 0.0
C -0.260657 3.692117 -0.688989 -0.1 0.0 0.0
H -3.035971 -2.032725 -3.547634 0.0 0.0 0.0
H -4.100366 -0.231123 -4.873197 0.0 0.0 0.0
H -3.301485 2.111345 -4.624283 0.0 0.0 0.0
H -1.456339 2.603063 -3.074478 0.0 0.0 0.0
H 2.614995 2.543258 -0.760835 -0.1 0.0 0.0
H 4.321796 3.571078 -2.178079 0.0 0.0 0.0
H 4.171828 3.411789 -4.650522 0.0 0.0 0.0
H 2.273201 2.207670 -5.676959 0.0 0.0 0.0
H 0.542031 1.190094 -4.272721 0.0 0.1 0.0
H -1.514715 1.047055 0.999635 0.1 0.0 0.1
H -2.505799 2.851287 2.322975 0.0 0.0 0.0
H -2.049846 5.220355 1.748964 0.0 0.0 0.0
H -0.606622 5.750147 -0.193802 0.0 0.0 0.0
H 0.357334 3.943886 -1.541059 0.0 0.0 0.0
O -5.927471 -3.050502 4.235502 -0.1 0.0 0.0
C -5.509972 -2.430701 3.091046 0.0 0.0 0.0
O -6.349238 -2.041082 2.320774 0.0 0.0 0.0
C -4.054744 -2.288757 2.896265 0.1 0.0 0.0
C -3.085414 -2.735231 3.799174 -0.1 0.0 -0.1
C -1.738802 -2.570987 3.562509 0.1 -0.1 0.0
C -1.251130 -1.948403 2.381160 -0.3 0.0 0.1
C -2.249195 -1.495759 1.490937 0.0 0.2 -0.1
C -3.591502 -1.659042 1.736527 0.0 0.0 0.0
N 0.073372 -1.738536 2.090658 0.3 -0.7 0.3
C 0.965197 -2.041921 3.035095 0.0 0.0 -0.2
C 2.353732 -1.844130 2.899091 -0.1 0.0 0.1
C 3.211271 -2.178520 3.985812 0.0 0.0 0.0
C 4.556935 -1.972957 3.897014 0.0 0.0 -0.1
C 5.071897 -1.417939 2.710463 0.0 0.0 0.1
C 4.179408 -1.121928 1.700606 0.1 0.1 -0.1
N 2.865001 -1.316420 1.749255 0.3 -0.6 0.1
H -5.164558 -3.313165 4.759389 0.0 0.0 0.0
H -3.354229 -3.230223 4.728891 0.0 0.0 0.0
H -1.065334 -2.948530 4.316663 0.0 0.0 0.0
H -1.944670 -0.989084 0.589755 0.1 -0.1 0.0
H -4.314820 -1.291613 1.020238 0.0 0.0 0.0
H 0.666709 -2.440397 3.998524 0.0 0.1 0.0
H 2.767515 -2.594108 4.882364 0.0 0.0 0.0
H 5.212779 -2.224291 4.721571 0.0 0.0 0.0
H 6.127006 -1.222688 2.579790 0.0 0.0 0.0
H 4.563779 -0.687202 0.782629 0.0 0.0 0.0
O 1.078722 0.540168 1.136939 0.5 -1.0 -1.4
```
Forces are in eV/Å.

Properties
- Charge: -1
- Kohn-Sham gap (spin up / spin down): 4.76 / 6.83 eV
- Energy above the lowest of the compared OMol25 structures with the same formula, charge and spin: 64.0 kcal/mol
- Multiplicity: 5
- HOMO energy (spin up / spin down): -2.80 / -4.90 eV

Taken from the natural (NBO) analysis, the atomic charges in e are: 0.97, 0.16, -0.52, 0.20, 0.23, 0.23, -0.66, 0.78, -0.79, -0.04, -0.19, -0.21, -0.22, -0.19, -0.38, 0.97, -0.33, -0.25, -0.21, -0.22, -0.23, -0.16, -0.33, -0.15, -0.20, -0.22, -0.24, -0.16, 0.25, 0.21, 0.20, 0.21, 0.24, 0.21, 0.21, 0.21, 0.22, 0.23, 0.21, 0.20, 0.20, 0.20, -0.69, 0.78, -0.60, -0.27, -0.16, -0.28, 0.19, -0.18, -0.15, -0.55, -0.01, 0.12, -0.22, -0.20, -0.34, 0.07, -0.52, 0.47, 0.17, 0.20, 0.21, 0.23, 0.16, 0.20, 0.20, 0.20, 0.17, -0.84


Computed, not measured: a 2-piece molecular cluster, C6H16O overall at a distorted geometry, with ωB97M-V/def2-TZVPD.

```
23
Properties=species:S:1:pos:R:3:forces:R:3
C 1.155206 -0.817913 0.208824 0.0 -2.5 -1.1
C 2.684963 -0.884445 0.498572 0.6 0.4 1.9
C 0.794550 -1.309122 -1.195935 -0.3 0.4 0.5
O 0.677429 -1.622856 1.229960 -0.3 0.7 -0.1
H 0.687386 0.197224 0.379669 0.4 0.3 0.4
H 3.365978 -0.411708 -0.189452 -0.4 0.9 -0.4
H 0.305880 -2.314469 -1.118120 0.7 0.8 -0.6
H 0.110536 -0.599084 -1.656598 -0.4 -0.1 -0.1
H 1.701538 -1.221496 -1.822504 -0.4 -0.7 0.3
H 0.060398 -2.335317 0.955465 0.0 0.2 -0.2
H 2.932389 -1.943503 0.383755 -0.1 0.1 0.5
H 2.824569 -0.504857 1.552022 0.3 -0.6 -1.2
C -1.927321 1.214088 -0.282126 -2.1 1.1 -1.9
C -2.115508 0.348036 0.996623 0.8 2.4 -0.8
C -0.651363 2.038486 -0.549546 -1.0 0.1 1.6
H -2.759312 2.004282 -0.404617 1.0 -1.1 0.7
H -2.173399 0.639681 -1.168141 0.3 -0.6 -0.2
H -2.420052 -0.664208 0.756677 1.2 -0.6 0.2
H -1.258344 0.712541 1.617641 -0.5 -1.6 0.2
H -0.436436 2.300290 -1.576088 -0.3 -0.1 -0.3
H 0.241854 1.538138 -0.163514 0.4 0.1 0.2
H -2.990522 0.678291 1.503579 -0.6 0.6 0.6
H -0.810418 2.957922 0.043854 0.8 -0.3 -0.3
```
Forces are in eV/Å.

Properties
- Charge: +1
- Kohn-Sham gap (spin up / spin down): 11.36 / 4.90 eV
- Energy above the lowest of the compared OMol25 structures with the same formula, charge and spin: 31.5 kcal/mol
- Multiplicity: 2
- HOMO energy (spin up / spin down): -14.55 / -14.49 eV

Taken from the natural (NBO) analysis, the atomic charges in e are: 0.06, -0.58, -0.65, -0.32, 0.35, 0.26, 0.23, 0.26, 0.27, 0.52, 0.24, 0.25, -0.43, -0.66, -0.57, 0.23, 0.20, 0.23, 0.21, 0.24, 0.15, 0.25, 0.24


Computed, not measured: a 2-piece molecular cluster, C4H7NO2 overall at a distorted geometry, with ωB97M-V/def2-TZVPD.

```
14
Properties=species:S:1:pos:R:3:forces:R:3
C 1.283288 -1.252160 0.886531 -1.8 -1.0 0.9
C 2.113314 -0.469841 0.556342 1.7 0.9 -0.7
C -2.623704 0.527780 -0.665799 0.5 1.4 -1.2
C 3.172199 0.457508 0.091594 0.7 -1.1 0.1
N -2.291560 -1.536983 0.201215 0.9 -2.8 2.6
O -2.168452 -0.230413 0.224095 -0.9 1.1 -0.6
O -2.467268 1.842038 -0.505727 -0.3 0.1 -1.4
H 0.437741 -1.832969 1.252846 0.7 0.3 -0.4
H -2.909856 0.277859 -1.694687 0.0 -0.6 0.7
H 3.717665 0.033803 -0.822415 -0.9 0.8 1.2
H 3.930050 0.637318 0.896320 -0.6 -0.2 -0.7
H 2.672587 1.390262 -0.114487 0.2 0.5 -0.4
H -2.435860 -1.900376 -0.712591 -0.4 0.4 -1.6
H -2.430140 2.056169 0.406768 0.2 0.4 1.6
```
Forces are in eV/Å.

Properties
- Kohn-Sham gap (spin up / spin down): 8.62 / 7.81 eV
- Energy above the lowest of the compared OMol25 structures with the same formula, charge and spin: 174.9 kcal/mol
- Multiplicity: 1
- HOMO energy (spin up / spin down): -8.09 / -7.48 eV

Taken from the natural (NBO) analysis, the atomic charges in e are: -0.27, -0.01, 0.48, -0.69, -0.54, -0.21, -0.66, 0.26, 0.16, 0.24, 0.24, 0.23, 0.28, 0.49


Computed, not measured: a 2-piece molecular cluster, C3H7N2OP overall at a distorted geometry, with ωB97M-V/def2-TZVPD.

```
14
Properties=species:S:1:pos:R:3:forces:R:3
C 0.680095 1.887745 0.012869 -1.8 1.7 1.0
C 0.800179 3.148924 -0.776278 -2.0 -0.1 -1.9
C -0.078721 -0.990236 1.465911 0.4 3.0 -2.0
N 0.289881 3.011570 0.534100 0.6 -3.0 1.8
N 0.647512 -2.972017 -2.003484 3.8 -1.4 -2.1
O 1.165616 -0.514754 -1.018490 0.3 0.1 -0.2
P 0.453968 -0.005729 0.150502 -0.2 0.4 1.8
H 1.651377 3.669421 -1.014586 2.8 0.6 0.3
H 0.053386 3.618778 -1.433158 -0.3 -1.2 -0.3
H 0.370141 -3.170868 -1.080657 0.2 -0.3 1.4
H -0.176751 -1.954337 1.069444 0.3 -1.6 -0.5
H -0.845681 -0.766064 2.179199 0.1 0.7 0.4
H 1.719306 -2.724684 -2.091248 -2.5 -1.4 0.9
H 0.372731 -2.071182 -2.190773 -1.6 2.4 -0.5
```
Forces are in eV/Å.

Properties
- Kohn-Sham gap: 8.22 eV
- Energy above the lowest of the compared OMol25 structures with the same formula, charge and spin: 82.2 kcal/mol
- Multiplicity: 1
- HOMO energy: -9.48 eV

Taken from the natural (NBO) analysis, the atomic charges in e are: -0.11, -0.26, -0.95, -0.25, -1.05, -1.03, 1.75, 0.19, 0.18, 0.34, 0.24, 0.25, 0.36, 0.36